Entry 1:
Entry from OMol25: one molecule with the formula C2H4N2S at a distorted geometry (ωB97M-V/def2-TZVPD).

The total energy is -15951.6950 eV. The calculation puts the HOMO energy at -0.323 Ha. Its energy above the lowest of the compared OMol25 structures with the same formula, charge and spin is 211.1 kJ/mol. As for the SMILES: [H]/N=C1\S[C@@H]1N. Its largest force on an atom is 4.56 eV/Å.

Positions of all 9 atoms, in Å:
1 H -0.2165 2.5242 -1.5103
2 N 0.3782 1.8419 -0.9865
3 C -0.0863 0.7415 -0.7174
4 S -1.4455 -0.3055 -0.9782
5 C 0.3043 -0.6427 -0.0347
6 N 0.2409 -0.7262 1.3307
7 H 0.8429 -1.7718 -0.4773
8 H -0.2868 0.0088 1.7814
9 H 0.2689 -1.6701 1.5922

Entry 2:
Entry from OMol25: a 4-piece molecular cluster, C3H14NO4S2 overall at a distorted geometry (ωB97M-V/def2-TZVPD).

The total energy is -34681.5977 eV. The calculation puts the HOMO energy at -0.448 Ha. Its largest force on an atom is 2.21 eV/Å. As for the net charge: +1.

Positions of all 24 atoms, in Å:
1 N 0.3925 0.4655 0.0725
2 C -0.5240 0.8379 1.2049
3 C -1.8888 0.2121 0.8497
4 O -2.8714 0.9064 0.8870
5 C -0.5553 2.3473 1.3143
6 S -0.9083 3.2137 2.8882
7 S -0.7461 1.7383 4.3023
8 H 0.1938 -0.5219 -0.1737
9 H 0.1784 0.9459 -0.7947
10 H 1.3661 0.6662 0.2992
11 H -0.3121 0.2652 2.1219
12 H -1.9527 -0.8266 0.5179
13 H 0.2778 2.8833 0.8436
14 H -1.4028 2.6341 0.6848
15 H -1.9713 1.1126 4.1733
16 H 0.1143 -0.2329 -2.8548
17 H -0.2337 -1.7087 -2.9954
18 O -0.3349 -0.9503 -2.3844
19 H 1.4432 -2.1321 -1.1441
20 H 0.5982 -3.3105 -0.5032
21 O 0.8870 -2.4165 -0.3879
22 H 3.3800 -2.2752 -2.6014
23 H 2.3577 -1.9841 -3.6254
24 O 2.5125 -1.8697 -2.6945

Entry 3:
Entry from OMol25: a 2-piece molecular cluster, C4H10NO overall at a distorted geometry (ωB97M-V/def2-TZVPD).

The total energy is -7836.3621 eV. The calculation puts the HOMO energy (spin up / spin down) at -0.493 / -0.498 Ha. Its energy above the lowest of the compared OMol25 structures with the same formula, charge and spin is 478.1 kJ/mol. Its largest force on an atom is 3.48 eV/Å. As for the net charge: +1.

Positions of all 16 atoms, in Å:
1 C 1.5778 -1.0385 0.5928
2 C 0.2392 -0.5396 0.3054
3 C -0.0176 1.9986 0.1340
4 C -2.0615 -0.7775 -0.1294
5 N 1.1670 -0.9698 -0.8298
6 O -0.8720 -1.2072 0.5317
7 H 2.3570 -0.3520 0.8966
8 H 1.6986 -2.0428 0.9885
9 H -0.8263 2.0445 -0.5689
10 H 0.9786 2.1885 -0.2118
11 H -0.2307 2.1659 1.1726
12 H -1.8773 -0.5486 -1.1819
13 H -2.4663 0.1017 0.3818
14 H -2.7671 -1.6005 -0.0438
15 H 1.5965 -0.2726 -1.4346
16 H 1.0080 -1.8567 -1.3088

Entry 4:
Entry from OMol25: C24H34FN4OPtS2 as an isolated structure at a distorted geometry (ωB97M-V/def2-TZVPD).

The total energy is -61070.3710 eV. The calculation puts the HOMO energy (spin up / spin down) at -0.378 / -0.392 Ha. Its energy above the lowest of the compared OMol25 structures with the same formula, charge and spin is 531.4 kJ/mol. Its largest force on an atom is 1.74 eV/Å. As for the net charge: +1.

Positions of all 67 atoms, in Å:
1 Pt -1.4200 -1.9031 0.5125
2 C 1.8607 -0.3814 2.8725
3 C 1.6324 0.5754 1.6963
4 C 2.4259 1.8670 1.9136
5 C 1.9856 -0.1173 0.3939
6 C 3.3205 -0.3605 0.0943
7 C 3.6838 -1.0817 -1.0306
8 C 2.7099 -1.5604 -1.8897
9 C 1.3601 -1.3271 -1.6510
10 C 0.3253 -1.8355 -2.6345
11 C 0.6497 -1.4149 -4.0700
12 C 0.1810 -3.3559 -2.5325
13 C 1.0099 -0.6105 -0.4920
14 N -0.3736 -0.4183 -0.1957
15 C -1.0136 0.8652 -0.3658
16 C -0.2243 2.0738 -0.8109
17 C -0.1341 2.2120 -2.2857
18 C -1.1065 1.7300 -3.0739
19 C -2.3087 1.1810 -2.4642
20 C -2.2655 0.7421 -1.1840
21 F -2.5762 -1.9069 -1.0454
22 H 1.4939 0.0516 3.8074
23 H 2.9243 -0.5994 2.9948
24 H 1.3539 -1.3353 2.6991
25 H 0.5706 0.8282 1.6875
26 H 3.4750 1.6630 2.1360
27 H 2.0214 2.4224 2.7623
28 H 2.3959 2.5188 1.0382
29 H 4.0905 0.0103 0.7616
30 H 4.7302 -1.2699 -1.2369
31 H 3.0021 -2.1211 -2.7697
32 H -0.6381 -1.4019 -2.3766
33 H 1.5870 -1.8509 -4.4215
34 H 0.7334 -0.3306 -4.1559
35 H -0.1399 -1.7547 -4.7444
36 H 1.0885 -3.8598 -2.8757
37 H -0.6544 -3.7016 -3.1430
38 H -0.0095 -3.6683 -1.5023
39 H 0.7583 2.1200 -0.3480
40 H 0.7220 2.7192 -2.7151
41 H -1.0672 1.8501 -4.1492
42 H -3.2362 1.1831 -3.0278
43 C -1.4314 -2.0320 4.0635
44 S -1.0476 -2.7421 2.4931
45 C 0.1582 -3.9935 2.8463
46 O -2.2534 -3.4214 1.8730
47 H -1.8366 -2.8150 4.7048
48 H -2.1646 -1.2481 3.8793
49 H -0.5135 -1.6115 4.4766
50 H 0.9709 -3.5585 3.4284
51 H 0.5187 -4.3501 1.8843
52 H -0.3392 -4.7893 3.4004
53 C 0.1394 5.0194 0.3135
54 C -0.6164 3.9125 1.0328
55 C -1.2592 2.9033 0.0850
56 N -1.5754 1.5302 0.8341
57 N -2.9224 1.1285 0.9667
58 C -3.3162 0.6115 -0.1693
59 N -4.5400 0.1168 -0.3831
60 S -2.6181 3.5581 -0.7915
61 H 0.6259 5.6752 1.0355
62 H -0.5207 5.6284 -0.3043
63 H 0.9199 4.6097 -0.3345
64 H -1.3903 4.3145 1.6894
65 H 0.0608 3.3355 1.6657
66 H -4.7246 -0.4506 -1.1890
67 H -5.2481 0.2217 0.3216

Entry 5:
Entry from OMol25: a 2-piece molecular cluster, C5H5NO overall at a distorted geometry (ωB97M-V/def2-TZVPD).

The total energy is -8800.5426 eV. The calculation puts the HOMO energy at -0.364 Ha. Its energy above the lowest of the compared OMol25 structures with the same formula, charge and spin is 277.5 kJ/mol. As for the SMILES: C#CC(=C)C#N.O. Its largest force on an atom is 1.14 eV/Å.

Positions of all 12 atoms, in Å:
1 C 1.2892 2.3188 0.3857
2 C 0.9613 1.1643 0.4826
3 C 0.5711 -0.2165 0.5780
4 C -0.6530 -0.6048 0.9607
5 C 1.5510 -1.2047 0.1862
6 N 2.3239 -2.0002 -0.1461
7 H 1.5850 3.3426 0.3096
8 H -1.4056 0.1261 1.2345
9 H -0.9257 -1.6536 1.0012
10 O -2.1041 -0.6049 -1.5118
11 H -2.0261 0.3498 -1.6238
12 H -1.2744 -0.9481 -1.8654

Entry 6:
Entry from OMol25: one molecule with the formula C4H8FN at a distorted geometry (ωB97M-V/def2-TZVPD).

The total energy is -8484.0677 eV. The calculation puts the HOMO energy at -0.328 Ha. Its energy above the lowest of the compared OMol25 structures with the same formula, charge and spin is 93.6 kJ/mol. As for the SMILES: C/C=C(/F)CN. Its largest force on an atom is 2.54 eV/Å.

Positions of all 14 atoms, in Å:
1 C -1.4973 1.7636 -0.6057
2 C -1.0194 0.4085 -0.8805
3 C -0.2385 -0.3178 -0.0944
4 F -0.1187 -1.6191 -0.3214
5 C 0.6722 0.0150 1.1002
6 N 2.0303 -0.3125 0.5869
7 H -1.5444 2.3434 -1.5222
8 H -0.9564 2.3085 0.1449
9 H -2.5460 1.8575 -0.4068
10 H -1.4681 -0.2822 -1.6535
11 H 0.2571 -0.6367 1.8993
12 H 0.5121 1.0422 1.3859
13 H 2.8116 0.1858 1.0657
14 H 2.2884 -1.2752 0.7535